Here is a cluster of 11 separate species, C19H60F6NO9P in total in a non-equilibrium geometry from the OMol25 dataset. Energies are from wB97M-V/def2-TZVPD.

```
96
Properties=species:S:1:pos:R:3:forces:R:3
N 16.59558 -10.00069 -7.15889 -0.4 -0.5 0.4
H 17.03979 -10.58895 -6.40015 0.4 0.9 -0.4
H 16.81504 -9.01123 -7.07754 0.1 0.0 0.3
H 15.57014 -10.13395 -7.05812 0.1 0.2 -0.4
H 16.89988 -10.32076 -8.07521 -0.2 -0.1 0.0
P 12.90149 -10.65360 -7.21777 0.7 -0.4 -0.6
F 14.27585 -11.09666 -7.99745 0.3 -0.2 -0.5
F 13.40470 -11.66527 -6.05258 -0.9 -0.2 0.3
F 13.84780 -9.50696 -6.48944 -0.5 0.4 -0.1
F 11.62250 -10.20054 -6.38952 0.3 -0.2 -0.1
F 12.55252 -9.70828 -8.44834 0.0 1.0 0.2
F 12.10228 -11.83268 -8.01303 0.1 -0.1 1.1
C 9.85560 -14.30474 -7.06898 0.5 -0.3 -0.8
O 9.63516 -13.40407 -8.14827 -0.2 0.0 0.3
H 9.65913 -13.85596 -6.09388 -0.1 0.0 0.0
H 9.23813 -15.18577 -7.23719 -0.3 0.2 0.1
H 10.88423 -14.67661 -7.13156 0.1 0.1 0.4
H 10.21947 -12.65196 -7.99946 0.0 0.0 -0.2
C 16.09845 -8.42420 -3.55970 0.4 -0.8 -0.4
C 16.20958 -9.19416 -2.24521 -0.4 -0.1 0.3
C 17.63679 -9.28464 -1.71398 -0.1 -0.4 -0.3
O 15.40780 -8.57828 -1.25701 -0.3 0.2 0.5
H 16.32642 -7.37366 -3.38812 -0.4 0.1 -0.1
H 15.13918 -8.63091 -4.03447 -0.4 0.6 0.3
H 16.79788 -8.80186 -4.31905 0.3 0.0 0.3
H 15.78226 -10.19971 -2.36515 0.5 -0.1 -0.4
H 17.98652 -8.34855 -1.28064 -0.2 0.1 -0.1
H 18.29784 -9.57437 -2.53546 0.1 0.1 0.1
H 17.71415 -10.06059 -0.95171 -0.1 0.1 0.1
H 14.47375 -8.87825 -1.33529 0.7 0.3 -0.2
C 12.66942 -6.66047 -5.16714 1.2 -0.7 -0.2
C 12.84934 -5.17648 -5.00432 -1.8 0.9 0.7
C 11.87502 -4.42382 -5.89426 0.2 0.6 -1.2
O 12.51176 -4.74138 -3.66008 0.4 -0.5 0.0
H 13.16419 -6.92414 -6.10565 -0.3 -0.3 0.0
H 11.65522 -7.06372 -5.17206 -0.2 0.5 -0.2
H 13.19959 -7.22306 -4.39340 0.2 0.2 0.1
H 13.86719 -4.82942 -5.18858 0.1 -0.3 0.0
H 11.98574 -3.34238 -5.79519 0.0 0.0 0.3
H 10.83083 -4.66746 -5.69669 0.1 -0.2 0.3
H 12.03929 -4.59851 -6.96504 0.1 -0.3 0.1
H 11.99453 -5.45716 -3.27944 0.0 0.1 0.2
C 16.59601 -12.78422 -4.81282 0.1 0.0 -0.1
C 18.06920 -12.47400 -5.01058 -0.6 -0.5 0.4
C 18.62188 -13.19556 -6.21671 0.4 -0.3 -0.5
O 18.18278 -11.04008 -5.18314 0.6 -0.6 0.3
H 16.19134 -12.41736 -3.87127 0.2 0.2 0.0
H 16.45427 -13.86314 -4.84322 -0.1 0.0 -0.1
H 16.02638 -12.33766 -5.62629 -0.3 -0.2 -0.1
H 18.59569 -12.78340 -4.10061 0.2 0.2 -0.1
H 18.15160 -12.84056 -7.13817 -0.1 0.0 0.1
H 18.45403 -14.27214 -6.16735 -0.2 0.0 0.1
H 19.70118 -13.08652 -6.35585 0.0 0.3 0.2
H 19.13407 -10.87535 -5.12311 -0.2 0.4 -0.1
C 8.30871 -10.80704 -6.44675 0.7 -0.2 -0.6
C 8.24028 -9.55911 -7.33468 -1.0 -0.4 0.9
C 8.95362 -9.65747 -8.64343 1.0 -0.4 -1.1
O 6.82796 -9.30440 -7.55574 0.3 0.2 0.1
H 7.75812 -11.63398 -6.89629 -0.5 0.2 0.2
H 8.01294 -10.53960 -5.43439 -0.4 -0.3 -0.1
H 9.32152 -11.21257 -6.37260 0.2 0.4 0.0
H 8.60495 -8.74585 -6.70022 0.4 0.2 -0.4
H 9.92424 -10.15248 -8.55248 0.1 0.2 0.3
H 9.14187 -8.70488 -9.14272 -0.1 0.2 0.3
H 8.46237 -10.27313 -9.40134 -0.6 0.0 0.4
H 6.69139 -8.36442 -7.41308 -0.2 0.0 -0.1
C 12.94294 -11.31639 -2.86932 1.4 -1.2 0.4
C 12.36850 -9.93907 -2.97284 -1.1 -0.3 0.3
C 10.85091 -10.06682 -2.79794 -0.5 0.6 -1.3
O 12.80966 -9.11532 -1.89204 0.7 -0.3 0.4
H 14.00117 -11.45130 -3.11902 0.2 0.7 0.1
H 12.51304 -12.03646 -3.56610 -0.6 0.3 0.1
H 12.86380 -11.69632 -1.84727 -0.3 0.0 0.0
H 12.69985 -9.48354 -3.91060 -0.5 0.0 -0.1
H 10.37509 -10.69476 -3.55611 0.3 0.0 -0.1
H 10.41634 -9.07250 -2.95149 -0.2 0.0 0.2
H 10.52074 -10.46615 -1.84085 0.5 0.1 0.2
H 12.29526 -8.30531 -1.83732 -0.1 -0.1 -0.2
C 12.19151 -13.43566 -11.22708 0.2 -0.2 0.6
C 12.47132 -11.94000 -11.17483 -0.5 -0.7 -0.1
C 13.92259 -11.56177 -10.95401 0.1 0.3 -0.7
O 12.02639 -11.31952 -12.38179 0.1 0.3 -0.1
H 11.11635 -13.63014 -11.20525 0.0 0.1 -0.4
H 12.53228 -13.89660 -10.29373 0.3 0.0 -0.1
H 12.65794 -13.92185 -12.08419 0.0 0.0 0.0
H 11.83991 -11.59314 -10.35102 0.4 0.4 0.1
H 14.39109 -12.18694 -10.19827 -0.1 0.3 0.3
H 13.96163 -10.48932 -10.75518 0.1 -0.1 0.6
H 14.54513 -11.66250 -11.84900 -0.4 -0.4 -0.3
H 11.07368 -11.44908 -12.42696 0.0 0.0 -0.1
O 13.56505 -6.82891 -10.08799 0.1 -0.1 0.0
H 13.38026 -7.15367 -10.97607 0.0 0.0 0.1
H 13.33724 -7.56589 -9.50809 -0.1 0.0 -0.1
O 13.80329 -14.38269 -6.71422 0.0 0.1 0.0
H 13.47852 -13.47100 -6.79150 0.1 -0.4 0.1
H 13.54870 -14.65446 -5.82676 0.0 0.0 -0.1
```
Positions in Å, forces in eV/Å.

Properties
Frontier orbital gap: 9.107 eV
Total charge: 0
ΔE to the lowest compared entry with this formula, charge and spin: 1.383 eV
HOMO energy: -9.67 eV
LUMO: -0.0208 hartree